Formula: C10H9Br3N2O3S
Source: the OMol25 dataset
Level of theory: ωB97M-V with the def2-TZVPD basis set

The geometry in XYZ format:
```
28
Properties=species:S:1:pos:R:3:mulliken_charge:R:1
O 2.13 -2.01 0.46 -0.5111
C 2.78 -1.54 -0.42 0.4608
O 3.04 -2.26 -1.56 -0.5027
C 3.35 -0.16 -0.40 -0.4531
C 2.25 0.93 -0.64 -1.1609
C 0.89 0.39 -0.95 0.4032
C 0.64 -0.23 -2.21 -0.6005
C -0.56 -0.79 -2.56 -0.9722
C -1.62 -0.73 -1.62 0.6885
N -2.87 -1.19 -1.76 -0.7268
S -3.64 -0.82 -0.40 0.1726
N -2.48 -0.07 0.42 -0.1507
C -1.40 -0.09 -0.37 0.6510
C -0.13 0.47 -0.03 0.2640
O 0.01 1.04 1.21 -0.5817
H 2.18 -2.60 -1.85 0.3763
H 4.07 -0.09 -1.21 0.2823
H 3.84 -0.02 0.55 0.3722
H 2.18 1.51 0.27 0.2920
H 2.57 1.59 -1.45 0.4644
H 1.46 -0.24 -2.91 0.5179
H -0.68 -1.26 -3.52 0.4309
H -0.21 1.97 1.18 0.3116
C -3.46 1.16 3.97 -0.2744
Br -4.76 0.15 2.99 -0.0095
Br -2.91 2.73 3.00 -0.0355
Br -4.09 1.62 5.73 -0.0475
H -2.58 0.54 4.09 0.3388
```

As for the orbital gap: 0.307 Ha. For the energy, the calculation gives -240600.8745 eV.

Formula: C37H52CsN7O2SSb
Source: the OMol25 dataset
Level of theory: ωB97M-V with the def2-TZVPD basis set

The geometry in XYZ format:
```
101
Properties=species:S:1:pos:R:3:mulliken_charge:R:1
Cs -1.06 1.34 -0.69 1.7847
O -5.86 1.79 0.33 -0.8834
C -4.71 1.34 0.07 -0.3550
N -3.56 1.80 0.52 0.1124
C -3.76 2.95 1.37 -1.2149
C -2.51 3.63 1.87 0.4690
C -2.64 4.78 2.66 -0.9038
C -1.52 5.44 3.10 -0.3313
C -0.26 4.96 2.73 -0.8720
C -0.21 3.82 1.95 -0.3477
N -1.30 3.17 1.54 0.2425
C -4.65 0.15 -0.89 0.4514
C -5.85 -0.29 -1.45 -0.5800
C -5.83 -1.35 -2.34 -0.4208
C -4.62 -1.94 -2.65 -0.8359
C -3.47 -1.44 -2.05 -0.3018
N -3.48 -0.43 -1.18 0.4071
H -4.38 2.70 2.24 0.3303
H -4.36 3.71 0.85 0.3594
H -3.63 5.13 2.92 0.4897
H -1.61 6.33 3.71 0.3778
H 0.65 5.46 3.04 0.4182
H 0.74 3.41 1.63 0.3444
H -6.75 0.23 -1.15 0.5107
H -6.75 -1.70 -2.78 0.3887
H -4.55 -2.77 -3.35 0.4405
H -2.50 -1.88 -2.28 0.3852
O 1.69 1.47 -1.01 0.2708
C 2.67 2.27 -1.13 -0.0001
C 4.02 1.85 -0.84 -0.3676
C 5.11 2.67 -0.98 -0.5930
C 4.97 3.99 -1.44 -1.1189
C 3.70 4.43 -1.72 -0.5132
C 2.55 3.64 -1.58 0.6157
C 1.23 4.22 -1.88 -0.6096
N 0.06 3.63 -1.82 0.5795
C -0.88 4.58 -2.13 -0.6550
C -0.29 5.77 -2.40 -0.9251
N 1.06 5.53 -2.23 -0.0321
H 4.14 0.84 -0.48 0.2798
H 6.10 2.28 -0.74 0.4323
H 5.83 4.64 -1.56 0.3511
H 3.60 5.46 -2.07 0.2652
H -1.94 4.35 -2.13 0.4130
H -0.67 6.73 -2.68 0.4323
H 1.79 6.21 -2.36 0.1487
C 0.53 -2.49 -3.16 -1.0688
N 1.38 -1.45 -3.70 0.0104
C 2.68 -1.23 -3.06 0.4802
C 3.13 0.09 -3.70 -0.5205
N 1.88 0.63 -4.22 -0.1000
C 0.87 -0.27 -4.14 0.0173
S -0.72 0.04 -4.53 -0.3486
H 1.07 -3.44 -3.16 0.3292
H -0.36 -2.58 -3.79 0.5070
H 0.21 -2.26 -2.14 0.2077
H 3.36 -2.05 -3.26 0.4730
H 2.56 -1.12 -1.97 -0.5219
H 3.84 -0.09 -4.51 0.2793
H 3.58 0.76 -2.97 0.0101
H 1.65 1.60 -4.09 0.2974
C 2.34 -4.16 -0.05 -2.0202
C 1.05 -4.31 0.75 1.9233
C 1.33 -5.17 1.98 -1.5642
C 0.01 -5.03 -0.12 -1.9396
Sb 0.27 -2.25 1.00 0.5412
C -1.56 -2.53 2.23 1.8827
C -1.97 -1.19 2.84 -2.1949
C -2.64 -2.91 1.21 -1.6060
C -1.47 -3.59 3.32 -1.7166
C 1.79 -1.27 2.27 2.1625
C 2.86 -0.85 1.27 -1.6992
C 1.20 0.01 2.87 -2.3637
C 2.40 -2.12 3.38 -1.7795
H 2.65 -5.14 -0.44 0.5099
H 3.16 -3.79 0.58 0.3159
H 2.23 -3.49 -0.90 0.3202
H 1.75 -6.13 1.65 0.4914
H 0.43 -5.39 2.55 0.2336
H 2.05 -4.72 2.66 0.1960
H 0.43 -5.99 -0.47 0.5008
H -0.27 -4.45 -1.00 0.2469
H -0.90 -5.25 0.44 0.3182
H -1.96 -0.37 2.12 0.5707
H -1.34 -0.92 3.69 0.2983
H -3.00 -1.27 3.21 0.5642
H -2.80 -2.11 0.49 0.1989
H -3.59 -3.09 1.73 0.5114
H -2.39 -3.82 0.66 0.2333
H -0.62 -3.45 3.99 0.2223
H -1.41 -4.60 2.90 0.3508
H -2.39 -3.55 3.93 0.4758
H 2.46 -0.20 0.49 0.0360
H 3.33 -1.71 0.78 0.1162
H 3.66 -0.30 1.79 0.6309
H 0.62 0.59 2.14 0.5572
H 2.02 0.65 3.21 0.5816
H 0.56 -0.19 3.72 0.3372
H 3.01 -2.93 2.98 0.3910
H 1.65 -2.55 4.04 0.2096
H 3.06 -1.49 3.99 0.4651
```

Its net charge is -1. As for the orbital gap: 0.240 Ha. For the energy, the calculation gives -71662.5650 eV.

Formula: C27H27BrCl24F4NO5P
Source: the OMol25 dataset
Level of theory: ωB97M-V with the def2-TZVPD basis set

The geometry in XYZ format:
```
90
Properties=species:S:1:pos:R:3:mulliken_charge:R:1
C 0.16 -4.92 3.92 -0.9590
C -1.05 -4.15 4.68 -0.2449
Br -2.04 -5.38 5.90 -0.1699
C -0.54 -2.79 5.42 -0.6903
C -1.17 -1.57 4.60 0.3259
C -2.74 -1.45 4.59 -0.5271
C -3.41 -0.30 3.80 0.2320
O -4.85 -0.26 3.83 -0.6284
C -2.57 0.75 2.99 0.3870
C -3.35 1.90 2.20 -0.3159
C -3.52 1.58 0.65 0.8736
O -3.48 0.46 0.13 -0.5300
F -3.77 2.69 -0.23 -0.2745
C -1.03 0.65 2.98 0.3104
C -0.37 -0.51 3.81 -0.1307
C 1.22 -0.54 3.80 -0.1921
O 1.95 -0.87 4.76 -0.6044
C 1.89 -0.05 2.41 0.0609
P 3.50 -0.95 1.95 0.3356
N 3.22 -2.54 2.06 -0.5908
C 1.29 0.99 1.62 0.5689
C 2.04 1.35 0.25 -0.7898
C 1.65 2.76 -0.40 -0.8751
O 0.31 2.84 -0.93 -0.1662
C 0.11 2.01 -2.08 0.2335
C 0.65 2.61 -3.46 0.8287
F 1.29 1.54 -4.20 -0.2765
F -0.42 3.04 -4.31 -0.2836
F 1.51 3.72 -3.33 -0.2234
C -0.07 1.66 2.17 0.4157
O -0.40 2.88 2.06 -0.3314
H 0.64 -4.16 3.21 0.1933
H -0.34 -5.72 3.25 0.3766
H 0.88 -5.42 4.65 0.3297
H -1.80 -3.87 3.84 0.4219
H 0.60 -2.82 5.41 0.2808
H -0.86 -2.82 6.52 0.4554
H -3.32 -2.25 5.18 0.3539
H -5.19 -0.04 2.94 0.3704
H -2.86 2.93 2.34 0.5111
H -4.41 2.00 2.67 -0.4964
H 4.52 -0.65 2.94 0.0847
H 3.95 -0.57 0.65 0.0692
H 3.39 -2.99 1.15 0.1177
H 1.96 0.47 -0.49 0.4261
H 3.16 1.42 0.51 0.4181
H 1.71 3.53 0.44 0.2097
H 2.48 3.03 -1.14 0.3750
H -1.04 1.91 -2.21 0.2869
H 0.47 0.93 -1.94 -0.6519
Cl 0.06 5.26 0.80 0.0645
C 0.34 6.73 -0.14 -0.0936
Cl 0.56 8.12 0.94 -0.1524
Cl 1.75 6.53 -1.19 -0.1340
H -0.53 6.92 -0.76 0.3246
Cl 2.92 7.11 4.59 -0.1350
C 1.39 6.25 4.34 0.2310
Cl 1.68 4.68 3.58 -0.0525
Cl 0.53 6.06 5.87 -0.1388
H 0.77 6.84 3.67 0.0555
Cl -0.90 -3.26 -4.52 -0.0963
C -0.99 -1.60 -3.92 -0.0669
Cl 0.44 -1.22 -2.93 -0.0071
Cl -1.14 -0.46 -5.26 -0.1605
H -1.87 -1.51 -3.29 0.3277
Cl 1.63 -5.77 0.61 -0.0915
C 1.75 -4.84 -0.89 -0.2413
Cl 0.97 -3.25 -0.71 0.0171
Cl 3.44 -4.65 -1.38 -0.1229
H 1.22 -5.38 -1.68 0.4250
Cl 5.51 -0.81 -5.70 -0.1374
C 4.16 -1.32 -4.68 0.6364
Cl 4.75 -1.95 -3.14 -0.1212
Cl 3.03 0.02 -4.42 0.1142
H 3.63 -2.12 -5.20 -0.3895
Cl 5.56 -4.94 -7.63 -0.1164
C 3.90 -4.33 -7.55 0.0089
Cl 3.34 -4.30 -5.87 -0.0767
Cl 3.79 -2.72 -8.27 -0.1096
H 3.26 -5.01 -8.11 0.3281
Cl -3.05 -5.67 -7.39 -0.1280
C -2.69 -4.23 -8.36 -0.0286
Cl -2.47 -2.82 -7.32 -0.0524
Cl -1.26 -4.50 -9.36 -0.1204
H -3.54 -4.04 -9.02 0.3273
Cl -8.07 4.87 2.17 -0.1233
C -6.37 4.88 2.65 0.0037
Cl -5.80 3.24 2.98 -0.0862
Cl -5.38 5.64 1.39 -0.0990
H -6.27 5.47 3.56 0.3168
```

The SMILES is C[C@@H](Br)Cc1cc(O)c(CC(=O)F)c2c1C(=O)C([PH2]=N)=C(CCOCC(F)(F)F)C2=O.ClC(Cl)Cl.ClC(Cl)Cl.ClC(Cl)Cl.ClC(Cl)Cl.ClC(Cl)Cl.ClC(Cl)Cl.ClC(Cl)Cl.ClC(Cl)Cl. As for the orbital gap: 0.255 Ha. For the energy, the calculation gives -430893.8520 eV.